The following is a DFT calculation (the ωB97M-V functional and the def2-TZVPD basis) of 9 unconnected molecules or ions with the total composition C5H28NO10.

## Properties
Total charge ... -1
HOMO ... -6.53 eV
Energy above the lowest of the compared OMol25 structures with the same formula, charge and spin ... 56.5 kcal/mol

Each line ends with the natural charge from an NBO analysis.
Atoms and positions in Å:
C  -3.448620  0.078426  -1.221389  -0.052
O  -3.328358  -0.838128  -2.300048  -0.751
C  -2.187103  0.914359  -0.937383  -0.112
C  -2.312771  1.352404  0.502948  -0.398
C  -0.864932  1.284757  1.229636  -0.448
C  -0.577890  -0.138485  1.485434  -0.098
O  0.806098  -0.486266  1.240779  -0.879
N  -2.248343  1.993617  -1.959078  -0.838
H  -3.712385  -0.608858  -0.382876  0.155
H  -4.267417  0.795905  -1.447466  0.154
H  -2.405866  -0.853804  -2.605143  0.494
H  -1.278580  0.354535  -0.978638  0.222
H  -2.787324  2.314729  0.649695  0.206
H  -2.761241  0.516890  1.050481  0.203
H  -0.572313  2.028874  1.968252  0.226
H  -0.227146  1.610415  0.339971  0.222
H  -0.688362  -0.437795  2.569422  0.172
H  -0.992213  -0.933828  0.802479  0.173
H  -2.707406  2.826735  -1.606725  0.348
H  -2.903270  1.743501  -2.699573  0.353
H  1.232275  -0.394502  0.243209  0.528
H  2.590907  -1.534645  -0.850907  0.464
O  2.279279  -0.619701  -0.849430  -1.215
H  0.791639  -0.916707  -1.731771  0.517
H  0.014788  0.135104  -2.607390  0.464
O  0.122255  -0.810303  -2.461174  -1.009
H  3.017029  0.284192  -3.401724  0.455
H  3.248653  0.352951  -1.917248  0.494
O  3.348449  0.898595  -2.740589  -0.986
H  -1.871090  -3.182186  1.671673  0.483
H  -0.422274  -2.691817  2.159281  0.474
O  -1.080015  -3.394345  2.182925  -0.956
H  3.104165  0.613159  -0.206682  0.508
H  3.154792  0.649991  1.322042  0.458
O  3.325159  1.229557  0.571573  -0.998
H  2.359055  3.101247  2.085112  0.451
H  2.775566  2.877567  0.640474  0.509
O  2.710061  3.586635  1.336765  -0.986
H  0.722406  -4.105446  0.031083  0.463
H  0.346520  -2.690069  0.409396  0.469
O  0.425640  -3.276263  -0.350799  -0.938
H  2.900832  -0.937895  2.351528  0.475
H  1.728761  -1.484702  3.179449  0.474
O  2.640598  -1.208384  3.232444  -0.949

Force components x, y, z for each atom (eV/Å):
0.14 -1.60 0.47
0.38 0.41 -0.96
-2.76 0.64 -0.32
1.97 -0.19 2.18
-0.44 1.79 -4.11
2.72 -2.64 0.26
0.77 0.21 -0.46
0.47 0.46 -0.10
-0.01 0.93 -0.06
0.21 -0.53 0.40
-0.14 -0.15 0.22
0.42 -0.57 -0.68
-0.37 0.02 0.06
-1.06 0.68 -0.14
-0.61 -0.36 0.52
-0.15 -0.53 1.23
-0.57 0.33 -1.00
-1.35 1.38 0.67
0.37 0.06 0.54
0.51 -0.45 -0.02
-0.43 -0.40 1.40
-0.10 0.21 0.14
-0.34 -0.45 0.08
0.12 0.46 -0.64
0.41 0.04 0.08
-0.55 -0.29 0.06
-0.11 0.06 -0.05
-0.39 0.23 -0.76
0.40 -0.18 0.17
0.60 0.44 -0.03
-0.54 0.29 -0.21
-0.11 -0.71 0.57
-0.05 0.34 1.30
-0.16 0.34 -0.07
0.40 -0.82 -1.00
0.01 -0.09 0.06
0.19 0.52 1.05
-0.30 0.21 -0.70
-0.06 -0.11 0.06
0.23 0.21 -0.19
0.11 -0.05 -0.22
-0.46 -0.17 -0.23
-0.24 0.20 -0.51
0.87 -0.17 0.93